7 unconnected molecules or ions with the total composition C30H65NO14, computed with ωB97M-V/def2-TZVPD.

Last columns: bonded neighbours and bond lengths (Å).
Atoms and positions in Å:
1 C 1.113 -15.150 -0.160  C2 1.418, C6 1.388, H10 1.080
2 C 0.115 -14.886 0.812  C1 1.418, C3 1.331, H11 1.080
3 C 0.433 -14.926 2.104  C2 1.331, C4 1.379, H12 1.080
4 C 1.705 -15.233 2.536  C3 1.379, C5 1.481, N7 1.511
5 C 2.795 -15.516 1.574  C4 1.481, C6 1.434, H13 1.080
6 C 2.407 -15.506 0.193  C1 1.388, C5 1.434, H14 1.080
7 N 1.905 -15.434 4.021  C4 1.511, O8 1.211, O9 1.260
8 O 0.913 -15.537 4.708  N7 1.211
9 O 3.048 -15.584 4.528  N7 1.260
10 H 0.711 -15.034 -1.156  C1 1.080
11 H -0.912 -14.613 0.623  C2 1.080
12 H -0.386 -14.867 2.806  C3 1.080
13 H 3.710 -15.821 2.059  C5 1.080
14 H 3.155 -15.635 -0.575  C6 1.080
15 C -1.085 -18.482 1.791  O16 1.426, H21 1.090, H22 1.090, H23 1.090
16 O -0.116 -19.354 2.368  C15 1.426, C17 1.450
17 C 0.918 -18.667 3.116  O16 1.450, C18 1.512, H24 1.090, H25 1.090
18 C 2.032 -19.633 3.449  C17 1.512, O19 1.346, H26 1.090, H27 1.090
19 O 2.829 -19.163 4.426  C18 1.346, C20 1.460
20 C 3.918 -20.016 4.894  O19 1.460, H28 1.090, H29 1.090, H30 1.090
21 H -0.815 -18.336 0.745  C15 1.090
22 H -1.026 -17.505 2.272  C15 1.090
23 H -2.050 -18.949 1.985  C15 1.090
24 H 0.370 -18.273 3.972  C17 1.090
25 H 1.452 -17.854 2.623  C17 1.090
26 H 2.679 -19.621 2.571  C18 1.090
27 H 1.680 -20.633 3.703  C18 1.090
28 H 3.774 -21.046 5.221  C20 1.090
29 H 4.410 -19.426 5.667  C20 1.090
30 H 4.721 -20.052 4.158  C20 1.090
31 C -0.088 -14.793 8.144  O32 1.393, H37 1.090, H38 1.090, H39 1.090
32 O -0.867 -15.755 8.783  C31 1.393, C33 1.421
33 C -1.007 -17.102 8.351  O32 1.421, C34 1.557, H40 1.090, H41 1.090
34 C -1.880 -17.812 9.427  C33 1.557, O35 1.410, H42 1.090, H43 1.090
35 O -3.176 -17.274 9.293  C34 1.410, C36 1.470
36 C -3.699 -16.952 10.629  O35 1.470, H44 1.090, H45 1.090, H46 1.090
37 H -0.365 -14.671 7.097  C31 1.090
38 H 0.952 -15.110 8.055  C31 1.090
39 H -0.177 -13.888 8.745  C31 1.090
40 H -0.019 -17.538 8.199  C33 1.090
41 H -1.488 -17.008 7.378  C33 1.090
42 H -1.383 -17.510 10.349  C34 1.090
43 H -1.797 -18.895 9.331  C34 1.090
44 H -4.664 -16.452 10.718  C36 1.090
45 H -3.113 -16.186 11.136  C36 1.090
46 H -3.882 -17.794 11.296  C36 1.090
47 C 6.056 -15.827 4.037  O48 1.472, H53 1.090, H54 1.090, H55 1.090
48 O 6.933 -15.604 2.876  C47 1.472, C49 1.442
49 C 8.118 -14.863 3.231  O48 1.442, C50 1.566, H56 1.090, H57 1.090
50 C 9.316 -14.823 2.223  C49 1.566, O51 1.394, H58 1.090, H59 1.090
51 O 10.498 -14.707 2.953  C50 1.394, C52 1.416
52 C 11.496 -15.506 2.342  O51 1.416, H60 1.090, H61 1.090, H62 1.090
53 H 5.705 -16.831 3.799  C47 1.090
54 H 5.224 -15.127 3.960  C47 1.090
55 H 6.472 -15.938 5.038  C47 1.090
56 H 8.447 -15.337 4.156  C49 1.090
57 H 7.848 -13.825 3.423  C49 1.090
58 H 9.233 -13.992 1.523  C50 1.090
59 H 9.175 -15.749 1.666  C50 1.090
60 H 11.739 -15.246 1.311  C52 1.090
61 H 11.356 -16.586 2.365  C52 1.090
62 H 12.489 -15.426 2.786  C52 1.090
63 C -3.183 -8.754 -3.832  O64 1.417, H69 1.090, H70 1.090, H71 1.090
64 O -2.844 -9.168 -2.521  C63 1.417, C65 1.465
65 C -2.007 -10.366 -2.417  O64 1.465, C66 1.537, H72 1.090, H73 1.090
66 C -2.707 -11.163 -1.306  C65 1.537, O67 1.442, H74 1.090, H75 1.090
67 O -3.455 -12.228 -1.927  C66 1.442, C68 1.407
68 C -3.701 -13.377 -1.152  O67 1.407, H76 1.090, H77 1.090, H78 1.090
69 H -4.204 -9.094 -4.003  C63 1.090
70 H -2.512 -9.124 -4.607  C63 1.090
71 H -3.195 -7.689 -4.061  C63 1.090
72 H -1.050 -9.956 -2.097  C65 1.090
73 H -1.993 -10.841 -3.398  C65 1.090
74 H -3.505 -10.632 -0.787  C66 1.090
75 H -2.035 -11.448 -0.496  C66 1.090
76 H -4.345 -14.171 -1.530  C68 1.090
77 H -4.032 -13.096 -0.153  C68 1.090
78 H -2.748 -13.889 -1.017  C68 1.090
79 C -1.748 -14.803 -3.854  O80 1.481, H85 1.090, H86 1.090, H87 1.090
80 O -1.025 -15.875 -4.575  C79 1.481, C81 1.462
81 C -0.328 -16.819 -3.703  O80 1.462, C82 1.545, H88 1.090, H89 1.090
82 C -1.309 -17.461 -2.698  C81 1.545, O83 1.416, H90 1.090, H91 1.090
83 O -0.784 -18.693 -2.238  C82 1.416, C84 1.389
84 C -1.467 -19.707 -2.897  O83 1.389, H92 1.090, H93 1.090, H94 1.090
85 H -2.144 -14.057 -4.543  C79 1.090
86 H -1.320 -14.338 -2.965  C79 1.090
87 H -2.663 -15.313 -3.554  C79 1.090
88 H 0.500 -16.514 -3.063  C81 1.090
89 H -0.070 -17.590 -4.429  C81 1.090
90 H -2.338 -17.410 -3.054  C82 1.090
91 H -1.400 -16.742 -1.884  C82 1.090
92 H -2.287 -19.923 -2.211  C84 1.090
93 H -0.855 -20.606 -2.966  C84 1.090
94 H -1.762 -19.678 -3.946  C84 1.090
95 C 2.181 -11.531 -2.294  O96 1.434, H101 1.090, H102 1.090, H103 1.090
96 O 2.534 -11.915 -3.630  C95 1.434, C97 1.351
97 C 2.110 -11.208 -4.701  O96 1.351, C98 1.558, H104 1.090, H105 1.090
98 C 0.982 -12.034 -5.387  C97 1.558, O99 1.410, H106 1.090, H107 1.090
99 O 0.732 -11.302 -6.567  C98 1.410, C100 1.419
100 C -0.070 -12.167 -7.355  O99 1.419, H108 1.090, H109 1.090, H110 1.090
101 H 1.235 -10.991 -2.246  C95 1.090
102 H 3.038 -11.049 -1.825  C95 1.090
103 H 1.931 -12.491 -1.842  C95 1.090
104 H 2.966 -11.105 -5.368  C97 1.090
105 H 1.893 -10.173 -4.437  C97 1.090
106 H 0.030 -12.136 -4.867  C98 1.090
107 H 1.415 -13.010 -5.606  C98 1.090
108 H -0.483 -11.602 -8.191  C100 1.090
109 H -0.887 -12.562 -6.751  C100 1.090
110 H 0.523 -13.023 -7.676  C100 1.090

E_HOMO (spin up / spin down) in eV: -1.66 / -5.41
Spin multiplicity: 2
Net charge: -1
Total energy in eV: -62304.603
Orbital gap (spin up / spin down) in eV: 3.853 / 7.602

Atom charges from the Mulliken analysis, given in e for atoms 1 to 2: C 0.06; C -0.40